# C4H6S2

C4H6S2 in the gas phase in a non-equilibrium geometry (ωB97M-V/def2-TZVPD, OMol25).

- total charge = 0
- energy above the lowest of the compared OMol25 structures with the same formula, charge and spin (kJ/mol) = 393.5
- LUMO (spin up / spin down) (eV) = -0.19 / -0.07
- molar mass (g/mol) = 118.226
- DFT total energy (eV) = -25911.21297
- maximum force (eV Å⁻¹) = 4.363
- frontier orbital gap (spin up / spin down) (eV) = 7.2 / 7.3
- HOMO level (spin up / spin down) (eV) = -7.36 / -7.41

Atoms and positions in Å:
C (-1.07, -0.89, 0.69)
C (0.16, -0.07, 0.44)
C (0.49, -0.26, -0.97)
C (0.02, 1.37, 0.91)
S (-1.76, -2.22, 0.14)
S (0.77, -1.83, -1.51)
H (0.89, -0.43, 1.22)
H (0.02, 0.46, -1.50)
H (-1.09, 1.91, 0.82)
H (0.80, 1.95, 0.51)
H (0.14, 1.33, 2.01)
H (0.65, -1.32, -2.77)